Record 1
A 2-piece molecular cluster, C5H11NO overall in a non-equilibrium geometry, computed with ωB97M-V with the def2-TZVPD basis set.

Results
Lowest unoccupied orbital energy   0.691 eV
SMILES string   C=CC/C=C/N.O
HOMO energy   -0.2728 hartree
HOMO-LUMO gap   8.11 eV
Electronic energy   -8898.1721 eV
Total charge   0
2S+1   1
Energy relative to the best compared isomer or geometry (same formula, charge and spin)   81.3 kcal per mole
M   101.15 g mol⁻¹

Each line ends with the natural charge from an NBO analysis.
Cartesian coordinates (Å):
O -1.890 -2.906 0.689  -0.936
N -2.020 -0.333 -1.029  -0.836
C 0.041 0.004 0.223  -0.248
C -1.257 0.290 -0.063  -0.016
C 2.674 1.776 -0.902  -0.390
C 1.031 1.098 0.778  -0.469
C 2.349 1.113 0.165  -0.160
H -2.833 -3.276 0.928  0.471
H 0.374 1.909 0.697  0.204
H 0.512 -1.038 0.008  0.185
H -1.363 -3.379 1.285  0.469
H -2.825 0.195 -1.375  0.380
H -2.060 -1.356 -1.081  0.404
H 2.900 0.284 0.424  0.179
H 1.172 0.993 1.843  0.199
H -1.513 1.320 0.099  0.173
H 3.696 1.539 -1.349  0.199
H 2.172 2.709 -0.997  0.194

Cartesian forces (eV/Å) of the 2 atoms listed first:
O -4.25 -0.28 -0.55
N -1.32 -0.64 -0.09


Record 2
C8H9CoI2NO6STi as an isolated structure in a non-equilibrium geometry, computed with ωB97M-V with the def2-TZVPD basis set.

Results
Lowest unoccupied orbital energy (alpha / beta)   -17.213 / -18.972 eV
HOMO energy (alpha / beta)   -0.9018 / -0.9045 hartree
HOMO-LUMO gap (alpha / beta)   7.33 / 5.64 eV
Electronic energy   -109938.5935 eV
Total charge   +4
2S+1   6
Energy relative to the best compared isomer or geometry (same formula, charge and spin)   0.0 kcal per mole
M   607.84 g mol⁻¹

Each line ends with the natural charge from an NBO analysis.
Cartesian coordinates (Å):
I -1.152 -3.684 -0.067  0.768
I -2.505 -2.064 1.542  0.560
Co 0.531 1.055 -1.019  0.467
Ti 0.226 -0.422 0.908  1.002
S -0.642 -0.610 -1.332  -0.164
O -0.032 2.344 2.530  -0.217
O -1.171 3.291 -0.340  -0.202
O 1.400 1.736 -3.639  -0.187
O 3.152 0.350 0.005  -0.116
O 1.133 -0.009 3.013  -0.383
O 1.109 -1.869 1.989  -0.501
N 1.430 -1.247 3.070  0.573
C -0.116 1.340 1.950  0.427
C 1.991 0.485 -0.188  0.383
C -2.223 0.910 -3.334  -0.725
C 1.132 1.436 -2.547  0.492
C -0.446 2.410 -0.545  0.477
C -2.435 -0.406 -2.604  0.339
C -3.685 -0.375 -1.763  -0.725
C -2.370 -1.632 -3.496  -0.714
H -3.056 1.174 -4.005  0.348
H -3.141 -1.568 -4.286  0.346
H -2.104 1.755 -2.646  0.217
H -2.553 -2.531 -2.890  0.219
H -1.378 -1.727 -3.962  0.259
H -1.322 0.891 -3.951  0.243
H -3.668 0.429 -1.017  0.241
H -3.829 -1.329 -1.248  0.219
H -4.576 -0.219 -2.403  0.353

Cartesian forces (eV/Å) of the 2 atoms listed first:
I -0.64 -0.46 0.83
I 0.55 -0.66 -0.28


Record 3
C36H44Cl5NO3ReSe as an isolated structure, computed with ωB97M-V with the def2-TZVPD basis set.

Results
Lowest unoccupied orbital energy (alpha / beta)   0.064 / -1.458 eV
HOMO energy (alpha / beta)   -0.2951 / -0.3055 hartree
HOMO-LUMO gap (alpha / beta)   8.09 / 6.85 eV
Electronic energy   -175767.8269 eV
Total charge   0
2S+1   4
Energy relative to the best compared isomer or geometry (same formula, charge and spin)   7.5 kcal per mole
M   981.18 g mol⁻¹

Each line ends with the Löwdin spin population.
Cartesian coordinates (Å):
Re 0.027 0.119 -0.384  2.328
Se 0.119 0.130 2.250  0.008
Cl -0.628 -0.174 -6.329  -0.005
Cl 4.158 -0.190 -3.769  -0.006
Cl -2.083 -0.012 -3.555  0.009
Cl 2.487 -0.267 -6.454  0.012
Cl 2.516 0.046 -0.996  0.011
O -1.857 0.051 -0.037  0.165
O 2.245 2.252 1.373  0.004
O 0.201 -1.817 -0.028  0.148
N -0.100 3.344 -0.495  0.123
C 1.686 -0.159 -4.939  0.033
C -3.462 1.593 6.039  0.000
C 0.622 -4.128 -1.425  0.001
C 0.288 -0.114 -4.876  -0.007
C 0.811 -3.815 1.154  0.009
C 2.443 -0.122 -3.767  -0.006
C -5.580 0.734 5.064  0.000
C -4.606 0.982 -0.198  0.001
C -4.381 1.661 4.820  0.001
C 0.371 0.025 -2.469  0.003
C 0.650 -2.347 3.555  -0.001
C -3.982 2.058 -1.098  0.000
C 0.114 -4.178 5.908  0.001
C -2.338 0.841 3.515  0.001
C 0.996 -3.692 3.618  0.010
C -0.359 -0.029 -3.642  0.032
C -4.629 -0.377 -0.916  0.001
C 2.396 -5.261 -0.125  0.001
C 1.631 -5.825 4.833  0.000
C 1.063 -4.375 2.411  -0.002
C 0.949 -4.750 -0.063  0.001
C -0.002 -5.942 0.129  0.001
C -4.350 1.243 2.323  -0.001
C 2.534 -3.635 5.582  0.001
C 1.315 -4.336 4.967  0.001
C 0.377 -1.765 2.333  0.014
C 3.414 2.813 1.953  0.000
C -1.762 0.456 2.309  0.019
C 0.463 -2.463 1.124  0.009
C -4.875 3.105 4.664  0.001
C 1.741 -0.031 -2.586  0.036
C -6.059 1.383 0.066  0.000
C -3.799 0.888 1.100  0.006
C -2.453 0.477 1.107  0.015
C -3.662 1.232 3.542  0.008
C -0.060 2.188 -0.527  0.015
H 3.407 -3.740 4.935  0.000
H -6.094 1.017 5.985  0.000
H 3.748 3.700 1.412  0.000
H -5.256 -0.304 5.156  0.000
H -5.591 3.200 3.847  0.000
H 3.256 3.076 3.003  0.000
H 2.519 -5.924 -0.984  0.000
H 2.514 -5.997 4.214  0.000
H -6.571 0.668 0.713  0.000
H 1.640 2.964 1.127  0.000
H 0.585 -1.747 4.454  0.000
H -4.042 3.780 4.461  0.000
H -0.776 -4.647 5.484  0.000
H -6.136 2.377 0.513  0.000
H -5.369 3.434 5.581  0.000
H -2.598 2.252 5.931  0.000
H -6.301 0.789 4.248  0.000
H 2.773 -4.072 6.554  0.000
H 0.717 -4.913 -2.181  0.000
H -3.102 0.577 6.218  0.000
H -1.038 -5.600 0.187  0.000
H -6.592 1.410 -0.886  0.000
H 4.200 2.062 1.900  0.000
H -4.542 2.124 -2.034  0.000
H -4.016 3.034 -0.609  0.000
H -0.117 -3.128 6.095  0.000
H -3.632 -0.709 -1.193  0.000
H 0.085 -6.626 -0.718  0.000
H 2.675 -5.819 0.770  0.000
H -1.736 0.818 4.413  0.000
H -5.082 -1.141 -0.278  0.000
H 3.094 -4.428 -0.234  0.000
H 0.795 -6.380 4.403  0.000
H -5.383 1.560 2.335  0.000
H -2.945 1.839 -1.338  0.000
H 1.834 -6.241 5.821  0.000
H 0.324 -4.648 6.871  0.000
H -5.230 -0.298 -1.825  0.000
H -4.013 1.911 6.926  0.000
H -0.392 -3.735 -1.467  0.000
H 1.307 -3.322 -1.686  0.000
H 0.217 -6.505 1.037  0.000
H 1.336 -5.421 2.434  0.000
H 2.351 -2.569 5.728  0.000

Cartesian forces (eV/Å) of the 2 atoms listed first:
Re -0.15 -0.21 0.02
Se 0.25 0.24 -0.03


Record 4
C37H32BrNO5OsS as an isolated structure in a non-equilibrium geometry, computed with ωB97M-V with the def2-TZVPD basis set.

Results
Lowest unoccupied orbital energy (alpha / beta)   -2.198 / -2.203 eV
HOMO energy (alpha / beta)   -0.3168 / -0.3155 hartree
HOMO-LUMO gap (alpha / beta)   6.42 / 6.38 eV
Electronic energy   -133957.0093 eV
Total charge   0
2S+1   1
M   872.87 g mol⁻¹

Each line ends with the Mulliken charge.
Cartesian coordinates (Å):
Os 2.487 0.034 0.738  0.863
Br 3.260 -1.084 -5.609  -0.136
S 4.587 -0.687 2.652  0.308
O -2.156 -1.020 -0.261  -0.299
O -1.879 1.141 -0.933  -0.199
O 0.933 -0.967 1.616  -0.532
O 4.105 0.661 3.012  -0.492
O 1.355 1.574 0.623  -0.749
N 3.869 -1.115 1.383  -0.184
C -0.743 2.115 1.708  -0.650
C 0.089 3.217 -0.358  -0.502
C -1.082 -0.495 0.483  0.107
C -2.760 2.846 2.785  -0.896
C 0.676 -2.227 -0.394  -0.330
C -1.058 1.733 4.056  -0.823
C -1.217 -3.623 3.757  -1.032
C -3.188 -0.364 -2.313  -1.818
C -2.103 -4.606 1.762  -1.071
C -0.272 1.631 2.921  0.210
C 0.042 4.571 -2.344  -1.058
C -0.002 -1.568 0.812  1.600
C -0.603 -2.647 2.996  -0.414
C 0.806 -2.882 -2.712  -1.000
C 0.560 4.318 0.356  -0.717
C -1.971 -4.606 3.141  -0.526
C 3.381 -0.470 -3.817  -0.258
C 2.590 0.957 -2.080  0.125
C -2.810 0.065 -0.892  1.061
C -0.718 -2.661 1.614  -0.637
C 4.204 -0.738 -1.594  -0.124
C -0.658 0.729 -0.363  -0.507
C 0.781 5.525 -0.280  -0.851
C -2.308 2.323 3.984  -0.548
C 1.985 -3.566 -2.470  -0.573
C -1.981 2.743 1.645  -0.548
C 0.159 -2.215 -1.685  0.417
C 0.533 5.654 -1.637  -0.571
C 3.320 0.242 -1.120  -0.340
C -0.166 3.352 -1.714  0.033
C 4.247 -1.090 -2.932  -0.582
C -4.049 0.487 -0.099  -1.717
C -1.478 -3.640 0.995  -0.078
C 2.585 0.588 -3.412  -0.422
C 0.036 1.892 0.415  3.502
C 2.498 -3.601 -1.184  -1.160
C 1.845 -2.954 -0.148  0.046
H -3.722 -1.308 -2.260  0.358
H -2.696 -5.366 1.274  0.422
H -3.778 0.683 0.934  0.321
H 4.923 -1.858 -3.277  0.473
H -1.447 -0.143 1.461  0.691
H 2.011 1.820 -1.780  0.549
H -2.928 2.380 4.865  0.408
H 1.150 6.368 0.286  0.427
H -0.704 1.332 4.995  0.476
H 3.412 -4.142 -0.989  0.408
H 0.701 1.162 2.966  0.186
H 2.211 -3.047 0.868  0.603
H -0.768 -1.707 -1.884  0.230
H -2.293 -0.489 -2.918  0.353
H -2.450 -5.371 3.733  0.413
H -2.333 3.133 0.703  0.528
H 2.490 -4.073 -3.279  0.453
H -0.553 2.526 -2.288  0.598
H -0.020 -1.868 3.461  0.441
H -3.729 3.320 2.733  0.445
H -4.476 1.387 -0.529  0.370
H 0.042 0.401 -1.154  0.351
H -4.774 -0.320 -0.138  0.425
H -1.109 -3.614 4.831  0.440
H 0.722 6.594 -2.139  0.421
H 1.956 1.102 -4.123  0.506
H 0.756 4.218 1.414  0.470
H -1.585 -3.634 -0.079  0.428
H -3.815 0.387 -2.780  0.464
H 4.865 -1.243 -0.905  0.474
H 0.381 -2.871 -3.705  0.495
H -0.174 4.672 -3.399  0.444

Cartesian forces (eV/Å) of the 2 atoms listed first:
Os -1.58 0.84 -0.41
Br 0.06 0.05 0.19


Record 5
A 2-piece molecular cluster, C6H7N overall in a non-equilibrium geometry, computed with ωB97M-V with the def2-TZVPD basis set.

Results
Lowest unoccupied orbital energy   -1.167 eV
HOMO energy   -0.2188 hartree
HOMO-LUMO gap   4.79 eV
Electronic energy   -7814.0397 eV
Total charge   0
2S+1   1
Energy relative to the best compared isomer or geometry (same formula, charge and spin)   267.7 kcal per mole
M   93.13 g mol⁻¹

Each line ends with the natural charge from an NBO analysis.
Cartesian coordinates (Å):
N 0.446 -0.224 1.229  -0.570
C 2.910 -0.619 -0.727  -0.355
C 1.545 -0.977 -0.796  -0.375
C -1.925 0.935 0.976  -0.272
C -2.479 0.347 -0.043  -0.221
C 0.584 -0.622 0.101  0.333
C -1.449 0.988 -0.659  -0.300
H 3.665 -1.393 -0.823  0.193
H -0.574 1.595 -0.514  0.267
H -3.329 -0.084 -0.550  0.228
H 1.463 -1.648 -1.654  0.254
H -2.112 1.689 1.721  0.224
H 3.233 0.394 -0.947  0.197
H 0.048 0.680 1.523  0.397

Cartesian forces (eV/Å) of the 2 atoms listed first:
N 1.36 -1.07 1.03
C -0.75 0.65 -0.48


Record 6
C2H3N2S2 as an isolated structure in a non-equilibrium geometry, computed with ωB97M-V with the def2-TZVPD basis set.

Results
Lowest unoccupied orbital energy (alpha / beta)   -4.293 / -7.749 eV
HOMO energy (alpha / beta)   -0.3753 / -0.5083 hartree
HOMO-LUMO gap (alpha / beta)   5.92 / 6.08 eV
Electronic energy   -26761.0076 eV
Total charge   +1
2S+1   3
Energy relative to the best compared isomer or geometry (same formula, charge and spin)   32.3 kcal per mole
M   119.19 g mol⁻¹

Each line ends with the natural charge from an NBO analysis.
Cartesian coordinates (Å):
S 3.306 -1.406 0.126  0.518
S 2.390 1.567 -0.048  0.422
N -2.268 -0.521 -0.049  -0.817
N -0.347 0.940 0.130  -0.450
C 2.830 0.030 0.112  -0.727
C -1.189 0.178 0.030  0.734
H -2.210 -1.591 0.084  0.473
H 0.683 1.003 -0.081  0.372
H -3.195 -0.201 -0.304  0.474

Cartesian forces (eV/Å) of the 2 atoms listed first:
S 1.22 -3.25 0.17
S 1.14 0.37 -0.05